ORCA calculation (ωB97M-V/def2-TZVPD) on an isolated molecule of C5H8O.

Results
**DFT total energy**: -7359.926 eV
**Relative energy (zero: lowest compared OMol25 entry of this formula, charge and spin)**: 224.8 kJ/mol
**Largest force on an atom**: 0.5 eV/Å
**E_LUMO**: 0.9 eV
**Highest occupied orbital energy**: -8.97 eV

Last column: Löwdin charge in e.
Geometry (Å):
H -0.505 -0.481 -3.298  0.07
H 0.051 2.030 2.093  0.08
H 1.492 -0.603 1.844  0.10
O 1.358 0.025 1.123  -0.01
H 0.421 0.605 -2.222  0.08
C -0.568 1.125 2.058  -0.04
H -1.615 1.409 1.929  0.08
C -0.525 -0.380 -0.069  0.02
C -0.387 -1.065 -1.182  -0.15
H -0.505 -2.151 -1.169  0.10
C -0.023 0.226 0.985  -0.39
H 1.095 -0.959 -2.705  0.08
H -0.457 0.655 3.046  0.08
C 0.168 -0.437 -2.433  -0.10

=====

ORCA calculation (ωB97M-V/def2-TZVPD) on a 2-piece molecular cluster, C5H8O overall.

Results
**DFT total energy**: -7359.316 eV
**Relative energy (zero: lowest compared OMol25 entry of this formula, charge and spin)**: 283.6 kJ/mol
**Largest force on an atom**: 0.5 eV/Å
**E_LUMO**: 1.0 eV
**Highest occupied orbital energy**: -9.87 eV

Last column: Löwdin charge in e.
Geometry (Å):
H 2.380 -0.360 0.227  0.06
H 0.511 1.524 -1.642  0.09
H -1.440 -1.602 1.435  0.10
H 0.718 2.592 -0.119  0.08
C 1.484 -0.246 0.835  0.03
H -0.365 -2.462 -0.726  0.10
H -1.747 0.011 0.613  0.09
C 0.314 -0.713 0.436  -0.35
H -0.713 -0.845 -1.512  0.10
H 1.593 0.256 1.793  0.06
C -0.480 -1.388 -0.597  -0.10
C -1.118 -0.874 0.694  -0.10
C 0.029 2.053 -0.798  -0.16
O -1.167 2.054 -0.641  -0.02

=====

ORCA calculation (ωB97M-V/def2-TZVPD) on an isolated molecule of C5H8O.

Results
**DFT total energy**: -7360.271 eV
**Relative energy (zero: lowest compared OMol25 entry of this formula, charge and spin)**: 191.4 kJ/mol
**Largest force on an atom**: 0.4 eV/Å
**E_LUMO**: 0.9 eV
**Highest occupied orbital energy**: -8.64 eV

Last column: Löwdin charge in e.
Geometry (Å):
H 1.382 0.084 -2.400  0.07
C 0.443 1.032 -0.689  -0.19
H 1.268 -0.958 -0.973  0.08
H 0.199 -1.951 1.847  0.06
O -0.723 1.815 1.255  0.04
H 0.012 1.852 -1.276  0.12
H 1.373 1.420 -0.251  0.12
C -0.430 0.720 0.489  -0.37
C -0.722 -1.700 1.324  0.00
C -0.796 -0.497 0.819  -0.06
H -0.168 -0.641 -1.942  0.08
H -1.099 1.482 2.082  0.11
H -1.488 -2.469 1.267  0.05
C 0.748 -0.188 -1.552  -0.11

=====

Computed orbital gap, in the same sequence as the records: 9.90, 10.84, 9.54 eV.